The following is a quantum chemistry calculation of a cluster of 13 separate species, C64H126O14 in total, from the OMol25 dataset.

```
204
Properties=species:S:1:pos:R:3:forces:R:3:mulliken_charge:R:1
C 29.976 17.676 10.761 -0.425 -0.203 -1.661 -1.48
C 29.313 17.421 12.069 0.491 0.702 1.123 -0.33
C 27.821 17.278 11.992 -0.796 -0.237 -0.765 0.15
C 27.021 18.546 11.652 0.721 -0.093 0.834 -0.84
C 25.541 18.327 11.635 -0.450 -0.422 -0.136 0.92
C 24.795 19.595 11.358 -0.486 0.720 0.486 -0.40
H 29.528 18.527 10.214 0.294 -0.237 0.327 0.26
H 29.829 16.800 10.120 -0.051 0.034 -0.144 0.34
H 31.046 17.805 10.802 0.355 0.267 0.290 0.44
H 29.746 16.525 12.520 -0.005 0.047 0.106 0.46
H 29.554 18.272 12.722 -0.035 -0.200 0.243 0.00
H 27.431 16.794 12.900 -0.005 0.364 -0.072 -0.27
H 27.610 16.586 11.180 -0.106 -0.499 -0.147 0.43
H 27.283 19.288 12.431 -0.186 0.090 -0.429 0.11
H 27.239 18.957 10.663 0.605 0.005 0.135 0.59
H 25.264 17.605 10.872 0.122 -0.369 -0.202 0.38
H 25.184 17.904 12.570 0.026 -0.114 0.397 -0.70
H 25.146 20.355 12.068 -0.267 0.075 -0.127 -0.44
H 24.932 19.992 10.353 0.100 -0.114 -0.084 0.61
H 23.724 19.442 11.518 -0.022 0.178 -0.084 -0.18
C 22.542 13.858 18.037 0.970 -0.618 1.005 -1.05
C 23.713 13.831 17.077 0.504 -0.376 -0.240 -0.51
C 23.304 14.357 15.705 -0.413 0.047 0.708 0.15
C 24.418 14.442 14.717 0.477 -0.303 -0.449 -0.42
C 23.972 14.905 13.364 -0.124 0.302 -1.451 2.34
C 24.961 14.604 12.217 0.168 -0.200 0.662 -1.36
H 21.694 13.292 17.692 -0.381 -0.231 -0.307 0.23
H 22.234 14.860 18.267 -0.201 0.644 -0.012 0.13
H 22.882 13.405 18.983 -0.333 0.117 -0.130 0.41
H 24.577 14.401 17.520 -0.721 -0.451 -0.544 0.24
H 24.040 12.774 16.932 0.011 0.649 0.265 0.34
H 22.829 15.335 15.850 0.015 0.063 -0.185 -0.26
H 22.530 13.693 15.305 -0.121 0.020 0.041 0.52
H 25.166 15.138 15.081 0.465 0.025 0.157 -0.46
H 24.891 13.459 14.570 0.022 0.127 0.356 0.52
H 23.001 14.465 13.097 0.032 -0.039 0.138 -0.62
H 23.807 15.986 13.333 -0.108 0.046 0.276 -1.02
H 25.015 13.533 11.972 -0.051 0.195 0.144 0.47
H 24.651 15.148 11.337 0.012 0.130 -0.388 0.09
H 25.980 14.924 12.480 -0.263 -0.025 -0.075 0.25
C 25.750 22.307 14.375 -0.504 0.231 0.445 -1.29
C 24.604 23.247 14.831 -0.502 -1.327 -0.358 1.30
C 24.521 24.484 13.949 0.620 0.648 0.897 -0.89
C 23.355 25.407 14.254 0.005 1.307 -0.461 0.65
C 23.513 26.222 15.521 0.436 -0.141 0.258 -0.50
C 22.241 26.902 15.912 -0.560 0.126 0.954 -1.28
H 26.720 22.723 14.618 0.311 0.203 -0.058 0.60
H 25.694 22.158 13.294 0.047 0.007 0.062 0.09
H 25.704 21.326 14.861 -0.138 0.115 -0.066 -0.02
H 23.671 22.686 14.680 -0.008 -0.032 0.139 -0.85
H 24.640 23.438 15.929 0.221 0.224 -0.779 0.49
H 24.445 24.255 12.892 0.362 -0.538 -0.145 -0.05
H 25.483 25.008 14.139 -0.483 0.167 -0.520 0.59
H 23.177 26.118 13.401 0.228 -0.578 0.571 0.52
H 22.406 24.895 14.380 -0.124 -0.617 -0.245 -0.88
H 23.852 25.553 16.320 -0.069 0.086 0.058 0.19
H 24.253 27.016 15.461 0.523 -0.146 -0.385 0.46
H 22.410 27.446 16.852 -0.278 -0.100 -0.137 0.38
H 21.951 27.647 15.171 -0.225 -0.143 -0.118 0.36
H 21.439 26.164 16.088 0.064 0.467 -0.133 0.17
C 30.801 18.651 15.848 -0.463 -0.599 0.315 -1.15
C 29.346 18.808 16.257 -0.306 1.266 0.013 -0.26
C 28.585 17.515 16.087 0.714 0.219 -0.108 -0.37
C 27.160 17.520 16.582 -0.920 -0.447 0.203 -0.37
C 26.195 18.552 15.952 1.242 0.074 0.400 0.49
C 24.769 18.519 16.469 -0.026 -0.206 -0.565 -0.06
H 31.388 19.514 16.168 0.125 -0.194 -0.310 0.38
H 30.866 18.450 14.766 0.257 0.202 0.417 0.20
H 31.108 17.750 16.396 0.651 0.216 -0.265 0.30
H 29.300 19.167 17.306 -0.086 -0.190 -0.410 0.38
H 28.894 19.599 15.630 0.005 -0.185 0.324 0.17
H 29.148 16.764 16.636 -0.038 -0.324 0.213 0.48
H 28.729 17.231 15.043 -0.542 -0.137 -0.249 -0.18
H 26.736 16.519 16.380 0.038 0.227 0.171 -0.27
H 27.193 17.610 17.685 -0.171 0.151 -0.371 0.38
H 26.630 19.558 16.067 -0.207 -0.187 0.053 0.39
H 26.209 18.360 14.881 -0.159 0.005 -0.305 -0.39
H 24.650 18.865 17.496 0.133 -0.105 0.028 0.46
H 24.169 19.160 15.819 -0.082 0.027 0.233 -0.32
H 24.374 17.498 16.366 -0.071 0.177 0.199 -0.22
C 11.547 20.289 11.986 -0.245 0.015 -0.096 -1.28
C 12.504 19.508 11.096 -0.104 0.056 0.146 -0.40
C 13.853 19.256 11.746 0.541 1.436 -0.226 -0.44
C 14.615 18.252 10.932 -0.269 -0.799 -0.148 -1.04
C 16.071 18.080 11.328 -0.461 -0.259 0.239 0.13
C 16.657 16.853 10.623 0.426 0.520 -0.472 -0.66
H 11.489 19.805 12.965 -0.107 0.136 -0.034 0.33
H 10.527 20.349 11.564 0.454 -0.014 0.160 0.36
H 11.924 21.308 12.129 -0.129 -0.149 0.052 0.30
H 12.158 18.489 10.918 -0.663 0.047 -0.287 0.35
H 12.598 20.020 10.119 0.150 -0.342 0.377 0.31
H 13.739 18.976 12.791 -0.148 -0.423 0.117 0.38
H 14.456 20.176 11.813 -0.223 0.031 -0.120 0.25
H 14.136 17.267 11.071 0.013 0.119 -0.084 0.30
H 14.454 18.481 9.862 0.461 -0.004 0.279 0.29
H 16.638 18.993 11.123 0.070 -0.098 -0.175 0.18
H 16.057 17.990 12.428 0.328 -0.211 -0.259 0.19
H 16.460 16.948 9.539 0.107 -0.122 0.383 0.47
H 17.736 16.797 10.751 0.187 -0.022 0.004 -0.34
H 16.264 15.893 10.950 -0.317 0.105 0.165 0.38
C 18.409 14.974 13.043 -0.955 0.318 1.048 -1.14
C 18.708 14.317 14.376 0.300 -0.941 0.096 1.26
C 17.805 13.111 14.647 -0.976 -0.013 -1.039 -0.91
C 17.956 12.487 16.014 0.326 0.025 -0.134 -0.01
C 17.101 11.261 16.304 0.256 -0.088 -0.347 -0.64
C 17.534 10.015 15.548 0.419 -1.491 0.238 -1.19
H 17.414 15.399 13.233 0.109 0.308 -0.690 0.55
H 18.305 14.250 12.251 0.118 -0.243 -0.389 0.54
H 19.112 15.756 12.772 0.019 -0.041 -0.092 -0.45
H 19.703 13.874 14.366 0.527 0.411 0.285 0.00
H 18.607 15.049 15.184 0.274 -0.053 -0.010 -0.47
H 18.033 12.363 13.869 -0.185 0.132 0.088 0.25
H 16.736 13.417 14.491 0.673 -0.308 0.121 0.26
H 19.023 12.247 16.181 -0.335 0.207 0.184 0.11
H 17.617 13.255 16.688 0.285 0.406 0.770 0.14
H 17.139 11.072 17.386 -0.024 -0.109 -0.277 0.34
H 16.081 11.512 16.062 -0.592 0.045 -0.030 0.36
H 17.454 9.965 14.447 -0.141 0.611 0.503 0.30
H 18.580 9.799 15.794 0.118 0.202 -0.184 0.29
H 17.039 9.089 15.910 -0.152 0.633 -0.118 0.37
O 20.202 17.763 16.978 -0.247 -1.173 1.656 -0.34
C 19.771 17.376 18.063 -0.394 0.744 -2.184 0.12
O 19.506 18.247 19.011 0.094 0.632 1.591 -0.34
C 19.042 17.580 20.243 0.225 -0.211 -1.128 -0.52
C 18.300 16.340 19.719 0.917 0.073 -1.030 -0.59
C 19.202 16.039 18.469 -0.129 -0.577 -0.098 0.78
H 18.432 18.327 20.731 0.039 -0.070 0.387 0.37
H 19.949 17.292 20.786 -0.342 0.239 0.259 0.26
H 17.286 16.605 19.393 0.249 -0.134 0.176 0.29
H 18.285 15.485 20.401 -0.096 0.357 0.013 0.36
H 18.688 15.657 17.589 -0.240 -0.105 0.101 -0.52
H 20.000 15.310 18.660 -0.083 0.221 0.205 0.00
O 15.957 22.230 14.067 0.904 0.587 -0.627 -0.70
C 16.961 22.905 13.931 -1.030 -0.672 1.374 0.32
O 17.001 24.044 13.256 0.387 0.330 -0.339 -0.41
C 18.354 24.590 13.242 -0.088 0.331 -0.416 -0.30
C 19.186 23.828 14.312 -0.156 0.254 -0.863 1.50
C 18.259 22.675 14.675 0.188 -0.388 -0.313 0.42
H 18.268 25.661 13.436 -0.099 -0.119 0.223 0.29
H 18.693 24.508 12.203 0.227 -0.327 0.324 0.09
H 19.340 24.469 15.174 0.065 0.131 0.112 -0.07
H 20.172 23.548 13.904 -0.499 -0.148 0.165 -1.09
H 17.999 22.694 15.725 -0.059 -0.145 0.333 0.33
H 18.609 21.673 14.427 0.217 0.109 0.010 -0.50
O 21.428 21.127 7.343 0.328 -0.418 -0.020 -0.65
C 21.085 20.224 8.056 -0.259 0.886 0.189 0.36
O 21.347 20.241 9.390 0.114 -0.052 -0.388 -0.17
C 20.698 19.136 10.023 -0.821 -0.650 0.269 0.56
C 19.549 18.722 9.065 0.029 0.948 0.322 -0.01
C 20.190 19.063 7.733 -0.544 0.429 -0.491 -0.82
H 20.319 19.478 10.989 0.192 -0.004 -0.063 -0.32
H 21.405 18.316 10.155 0.063 0.024 0.080 -0.06
H 18.649 19.382 9.271 0.939 -0.890 -0.342 0.19
H 19.288 17.673 9.081 -0.157 -0.119 0.506 0.12
H 19.473 19.401 6.993 -0.039 0.020 -0.200 0.40
H 20.755 18.256 7.277 0.192 -0.212 0.159 0.31
O 19.791 24.742 17.924 0.193 -0.698 -0.152 -0.64
C 20.291 23.651 17.761 0.532 2.154 0.152 0.07
O 19.665 22.529 18.059 -0.066 -0.735 0.418 -0.37
C 20.445 21.415 17.603 0.525 -1.029 -0.440 0.55
C 21.916 21.889 17.478 -1.118 0.736 -0.135 -0.14
C 21.685 23.373 17.225 -0.072 -0.316 -0.173 0.70
H 20.000 21.146 16.650 0.285 -0.182 -0.302 -0.40
H 20.334 20.554 18.262 -0.195 0.320 0.186 0.26
H 22.471 21.497 16.642 -0.029 -0.678 -0.121 -0.24
H 22.453 21.756 18.407 0.109 -0.214 0.224 0.37
H 21.713 23.614 16.166 -0.240 -0.097 -0.276 -0.78
H 22.458 23.973 17.659 0.092 0.661 0.520 0.70
O 21.083 15.907 10.951 0.244 -0.627 -0.413 -0.12
C 21.556 14.890 10.491 -0.554 2.524 0.249 0.04
O 22.605 14.951 9.637 -0.767 0.187 0.797 -0.38
C 23.033 13.637 9.336 0.021 -0.865 -0.338 -0.56
C 22.341 12.712 10.378 0.719 -0.306 -0.016 -0.44
C 21.128 13.508 10.793 -0.179 -0.703 -0.068 -0.07
H 24.122 13.651 9.450 -0.211 -0.310 -0.342 0.34
H 22.706 13.447 8.299 0.422 -0.261 0.362 0.37
H 23.011 12.600 11.240 -0.107 -0.054 -0.223 -0.01
H 22.089 11.715 10.013 0.203 0.158 -0.146 0.42
H 20.883 13.451 11.846 -0.019 -0.051 0.213 -0.20
H 20.222 13.213 10.249 0.191 0.359 -0.086 0.54
O 21.579 21.067 14.373 -0.834 -2.109 -0.773 -0.10
C 21.158 19.922 14.114 2.228 4.489 1.126 -0.86
O 19.986 19.723 13.600 -0.893 0.579 -0.205 -0.17
C 19.652 18.355 13.736 -0.704 -0.941 -1.209 -0.53
C 20.979 17.611 13.850 -0.192 -0.401 0.103 0.99
C 21.885 18.691 14.418 0.354 -1.074 0.255 1.18
H 19.123 18.145 12.803 -0.189 -0.453 0.270 0.03
H 18.986 18.255 14.582 -0.060 -0.181 0.269 0.15
H 21.321 17.317 12.857 -0.012 0.119 -0.068 -0.39
H 20.909 16.684 14.419 -0.067 0.202 0.251 0.35
H 22.837 18.675 13.898 0.328 0.276 0.234 -0.27
H 22.029 18.725 15.508 0.001 -0.506 -0.335 -0.24
O 19.616 24.049 9.831 0.478 -0.166 0.147 -0.66
C 20.703 23.623 10.115 -0.811 -0.787 0.630 0.44
O 20.930 22.931 11.278 -0.222 0.189 -0.206 -0.09
C 22.331 22.648 11.396 0.330 -1.298 1.679 2.01
C 23.032 23.591 10.501 0.278 1.885 -1.074 -0.66
C 21.986 23.695 9.385 0.864 1.173 -0.590 -0.22
H 22.568 21.607 11.118 -0.490 0.278 -0.232 -0.84
H 22.587 22.690 12.462 -0.117 0.313 -0.158 -1.01
H 24.014 23.277 10.143 -0.188 -0.218 0.110 0.50
H 23.154 24.624 10.885 -0.009 -0.625 0.412 0.22
H 22.119 22.840 8.738 -0.422 -0.123 -0.510 -0.06
H 21.982 24.650 8.832 0.288 -0.593 -0.044 0.42
```
Forces are in eV/Å.

Output
highest occupied orbital energy = -9.2 eV
lowest unoccupied orbital energy = 0.006 hartree
2S+1 = 1
relative energy (zero: lowest compared OMol25 entry of this formula, charge and spin) = 0.0 kcal per mole
energy = -97079.46585 eV
HOMO-LUMO gap = 9.40 eV